{"formula": "C5H8O", "method": "ωB97M-V/def2-TZVPD", "homo_ev": -9.7, "smiles": "O=C[C@]12C[C@H]1C2.[H][H]", "homo_lumo_gap_ha": 0.391, "relative_energy_kcal_mol": 112.3, "species": ["O", "C", "C", "C", "C", "C", "H", "H", "H", "H", "H", "H", "H", "H"], "positions_angstrom": [[-0.082, -1.523, -1.717], [0.632, -0.936, -0.925], [0.125, -0.123, 0.161], [0.565, 1.283, -0.490], [0.242, 1.110, 0.920], [-1.118, 0.426, 0.757], [1.722, -0.829, -1.029], [-0.160, 1.666, -1.204], [1.611, 1.422, -0.783], [0.820, 1.368, 1.794], [-1.856, 0.820, 0.052], [-1.540, 0.015, 1.678], [-0.540, -2.406, 0.033], [-0.419, -2.293, 0.753]], "forces_ev_per_a": [[0.72, 0.16, 0.26], [-0.04, -0.06, -0.34], [-0.15, 0.34, -0.78], [0.01, 0.60, -0.10], [0.00, 0.23, 0.07], [0.04, 0.12, 0.02], [0.10, -0.40, -0.26], [-0.06, 0.15, 0.21], [-0.39, -0.22, 0.21], [-0.13, 0.04, 0.05], [0.17, 0.36, 0.37], [0.27, -0.33, -0.46], [-0.36, -0.55, 0.39], [-0.19, -0.45, 0.36]]}

{"formula": "C7H13Br2OP", "method": "ωB97M-V/def2-TZVPD", "homo_ev": -9.0, "smiles": "CC[P@@](=O)(CBr)C/C=C(/C)Br", "homo_lumo_gap_ha": 0.350, "relative_energy_kcal_mol": 0.0, "species": ["C", "C", "P", "O", "C", "Br", "C", "C", "C", "C", "Br", "H", "H", "H", "H", "H", "H", "H", "H", "H", "H", "H", "H", "H"], "positions_angstrom": [[1.832, -2.465, -1.638], [1.308, -1.712, -0.423], [1.207, 0.083, -0.822], [2.415, 0.614, -1.462], [-0.252, 0.307, -1.935], [-1.820, -0.635, -1.329], [0.815, 0.961, 0.755], [-0.515, 0.727, 1.368], [-1.456, 1.637, 1.584], [-2.751, 1.353, 2.273], [-1.217, 3.460, 1.028], [2.222, -3.440, -1.354], [1.048, -2.617, -2.378], [2.636, -1.892, -2.098], [2.029, -1.768, 0.398], [0.358, -2.116, -0.076], [-0.495, 1.369, -2.010], [0.010, -0.078, -2.922], [0.978, 2.020, 0.537], [1.611, 0.643, 1.441], [-0.732, -0.281, 1.698], [-3.189, 0.437, 1.881], [-3.455, 2.169, 2.141], [-2.584, 1.221, 3.343]], "forces_ev_per_a": [[0.10, -0.02, -0.08], [0.06, 0.60, -0.07], [-1.26, -0.47, 0.76], [0.83, 0.30, -0.40], [0.46, 0.04, 0.20], [-0.31, -0.15, -0.13], [0.38, -0.22, -0.48], [-0.09, 0.43, 0.05], [0.26, -0.02, -0.09], [-0.08, 0.09, 0.10], [-0.03, -0.27, 0.09], [-0.03, -0.06, -0.01], [-0.05, 0.00, -0.06], [0.06, -0.09, -0.08], [-0.04, 0.01, 0.01], [-0.01, 0.12, 0.07], [0.05, -0.13, 0.03], [-0.02, 0.07, 0.13], [0.02, -0.11, 0.01], [-0.02, 0.04, -0.09], [-0.09, -0.09, 0.07], [-0.05, -0.06, -0.03], [-0.08, -0.05, -0.02], [-0.05, 0.03, 0.02]]}

{"formula": "C29H29NOPRe", "method": "ωB97M-V/def2-TZVPD", "s_squared": 0.85, "homo_ev": [-17.5, -17.5], "charge": 3, "homo_lumo_gap_ha": [0.173, 0.191], "spin_multiplicity": 2, "species": ["Re", "C", "C", "C", "C", "C", "H", "H", "H", "H", "H", "C", "C", "C", "C", "C", "O", "C", "N", "C", "C", "C", "C", "C", "C", "P", "C", "C", "C", "C", "C", "C", "C", "C", "C", "C", "C", "C", "H", "H", "H", "H", "H", "H", "H", "H", "H", "H", "H", "H", "H", "H", "H", "H", "H", "H", "H", "H", "H", "H", "H", "H"], "positions_angstrom": [[0.041, -0.228, -0.079], [0.678, 0.366, -2.566], [0.769, 1.356, -1.512], [1.865, 0.976, -0.659], [2.396, -0.246, -1.175], [1.675, -0.591, -2.354], [0.007, 0.418, -3.409], [0.358, 2.353, -1.594], [2.399, 1.635, 0.012], [3.273, -0.758, -0.805], [1.903, -1.421, -3.003], [-0.113, -4.496, -1.694], [0.027, -3.330, -0.728], [0.882, -3.703, 0.483], [-1.373, -2.800, -0.344], [-2.209, -3.754, 0.525], [-2.678, -2.918, 1.575], [-2.170, -1.729, 1.484], [-1.314, -1.561, 0.472], [-2.649, -0.743, 2.437], [-3.720, -1.146, 3.259], [-4.290, -0.284, 4.177], [-3.823, 1.018, 4.275], [-2.792, 1.446, 3.446], [-2.191, 0.587, 2.531], [-0.774, 1.293, 1.622], [0.519, 1.427, 2.896], [1.535, 0.473, 2.909], [2.505, 0.506, 3.894], [2.442, 1.471, 4.889], [1.430, 2.418, 4.885], [0.464, 2.402, 3.891], [-1.284, 2.974, 1.154], [-0.370, 4.030, 1.212], [-0.789, 5.326, 0.941], [-2.103, 5.575, 0.571], [-3.007, 4.525, 0.496], [-2.604, 3.224, 0.765], [0.869, -4.817, -2.032], [-0.701, -4.225, -2.566], [-0.588, -5.349, -1.217], [0.545, -2.515, -1.266], [0.507, -4.596, 0.975], [0.938, -2.890, 1.217], [1.892, -3.932, 0.158], [-1.915, -2.544, -1.269], [-1.631, -4.576, 0.962], [-3.076, -4.187, 0.017], [-4.109, -2.148, 3.157], [-5.100, -0.629, 4.805], [-4.260, 1.701, 4.987], [-2.464, 2.471, 3.513], [1.566, -0.293, 2.125], [3.310, -0.214, 3.889], [3.187, 1.481, 5.674], [1.383, 3.167, 5.660], [-0.319, 3.146, 3.898], [0.663, 3.849, 1.473], [-0.090, 6.144, 1.027], [-2.421, 6.584, 0.346], [-4.039, 4.722, 0.245], [-3.316, 2.415, 0.688]], "forces_ev_per_a": [[2.25, -0.76, -2.50], [-0.49, 0.05, 1.01], [0.22, 0.33, 0.35], [-0.08, 0.85, -0.09], [-0.78, 0.08, 0.29], [-0.05, -0.16, 0.59], [-0.23, -0.12, 0.02], [-0.20, -0.10, 0.24], [-0.21, -0.07, 0.14], [-0.11, -0.14, 0.18], [-0.05, -0.17, -0.02], [0.09, 0.21, -0.17], [-0.27, -0.13, 0.54], [-0.05, 0.22, -0.20], [0.08, -0.66, -1.11], [0.35, -0.86, -0.76], [-0.07, 0.78, 0.38], [-0.55, 0.26, 0.95], [-0.31, 0.23, 0.34], [-0.31, 0.06, 0.13], [0.21, -0.13, -0.15], [0.01, 0.06, 0.03], [-0.01, -0.31, -0.05], [0.27, -0.04, -0.21], [-0.13, -0.22, -0.34], [0.23, 1.33, 0.79], [-0.15, -0.15, -0.52], [-0.20, 0.24, -0.14], [0.14, -0.26, -0.04], [0.09, -0.06, 0.01], [-0.19, 0.02, -0.02], [-0.01, -0.01, -0.02], [0.06, -0.28, -0.27], [0.11, -0.03, -0.03], [0.11, -0.13, -0.06], [0.08, -0.11, 0.12], [-0.11, -0.20, -0.04], [0.01, 0.05, 0.00], [0.05, -0.10, -0.03], [-0.07, -0.01, -0.14], [-0.06, -0.12, 0.13], [-0.06, 0.21, -0.08], [-0.04, -0.04, 0.13], [0.04, -0.07, 0.12], [0.12, 0.00, 0.01], [0.11, -0.15, 0.24], [-0.11, 0.29, 0.00], [0.15, 0.22, 0.05], [0.00, -0.02, 0.09], [0.00, 0.02, -0.02], [-0.04, 0.09, 0.02], [0.01, 0.08, 0.02], [0.13, -0.13, -0.02], [0.02, -0.08, 0.05], [0.03, 0.02, -0.04], [0.02, 0.05, 0.04], [-0.01, 0.07, -0.01], [0.06, 0.03, 0.14], [0.10, 0.02, -0.05], [-0.03, 0.01, 0.05], [-0.05, -0.04, -0.11], [-0.14, -0.03, 0.05]]}

{"formula": "C6H8N2", "method": "ωB97M-V/def2-TZVPD", "homo_ev": -9.2, "smiles": "C1=CC(N2CC2)=NC1", "homo_lumo_gap_ha": 0.375, "relative_energy_kcal_mol": 120.4, "species": ["C", "C", "C", "N", "C", "C", "N", "C", "H", "H", "H", "H", "H", "H", "H", "H"], "positions_angstrom": [[1.820, 0.735, -0.049], [0.558, 0.950, 0.148], [0.048, -0.550, -0.039], [-1.314, -1.038, -0.369], [-2.052, 0.184, -0.570], [-2.058, -0.312, 0.740], [0.994, -1.445, 0.031], [2.223, -0.736, 0.020], [2.774, 1.315, -0.061], [0.296, 1.926, 0.174], [-2.894, 0.209, -1.251], [-1.459, 1.160, -0.862], [-2.758, -0.924, 1.327], [-1.652, 0.663, 1.286], [3.189, -1.083, 0.558], [2.286, -1.056, -1.080]], "forces_ev_per_a": [[6.02, -1.44, 1.43], [0.05, -4.67, -1.32], [0.80, -1.78, -0.05], [2.52, 2.89, 2.41], [-1.48, 2.78, -4.78], [-0.27, 1.69, 3.23], [-2.76, 0.95, 1.25], [0.50, 0.24, -2.72], [-1.53, 0.64, -0.04], [-2.19, 2.58, 0.13], [-0.24, -0.83, -0.03], [-1.08, -2.01, 1.08], [-0.06, 0.61, -0.82], [0.17, -3.02, 0.05], [-2.03, 0.59, -0.58], [1.58, 0.78, 0.77]]}